Entry 1:
# C31H62NO7PSi2

A structure of composition C31H62NO7PSi2 in a non-equilibrium geometry (ωB97M-V with the def2-TZVPD basis set, the OMol25 dataset).

## Properties
* net charge: 0
* multiplicity: 1
* maximum force: 7.55 eV Å⁻¹
* HOMO-LUMO gap: 5.1 eV

Each line ends with the Mulliken charge.
Geometry (Å):
C -4.96742 4.91384 -5.88031  -1.0869
C -4.12788 4.39621 -4.53521  -0.1400
C -4.29617 5.45779 -3.29519  -0.5250
C -2.78320 5.60720 -2.60239  -0.6496
C -2.32913 4.06247 -2.21174  -0.2134
C -1.26326 3.97765 -0.96422  -0.5352
C -0.26361 2.67722 -1.26356  -0.3964
C -0.06174 1.85468 0.14010  0.1403
Si -0.80987 0.04055 0.03273  0.2024
C -2.68847 0.23707 0.43068  -0.3084
C -3.67121 -0.84670 -0.30869  -0.2957
C -3.84731 -0.52460 -1.94048  -0.6999
O -3.31544 -2.25865 -0.09479  -0.1680
C -4.48029 -3.15511 -0.28381  -0.6844
C -4.63631 -3.97582 1.16524  0.3713
C -3.53693 -5.14596 1.60863  -0.1470
C -3.65595 -5.93390 3.06901  -0.4666
C -4.87177 -5.54052 4.10949  -0.3434
C -5.95763 -4.39686 3.62636  -0.3475
C -5.87089 -3.59155 2.17375  -0.4226
O -0.45109 -0.51782 -1.59369  -0.5318
Si -0.04814 -2.22656 -1.64703  0.0655
C 1.83807 -2.45014 -2.03037  -0.4509
C 2.16882 -3.67924 -3.06423  -0.4905
C 2.12054 -5.16431 -2.33129  -0.4338
O 0.85585 -5.89379 -2.54027  -0.4515
C -1.06210 -2.95961 -3.16227  0.5991
O -1.23176 -2.16353 -4.25457  -0.6944
O -1.66467 -4.30218 -3.13390  -0.7253
P 0.26484 -1.09503 1.62427  0.5616
C -0.77083 -2.56948 2.25474  -0.6778
O 0.32904 0.03768 2.96767  -0.5337
H -4.70343 4.14834 -6.72829  0.3205
H -4.46950 5.94920 -6.16914  0.2770
H -6.12651 5.01238 -5.68157  0.2950
H -4.47026 3.34471 -4.15204  0.1507
H -3.00036 4.28886 -4.91225  0.1907
H -4.74773 6.49749 -3.60006  0.3461
H -4.95240 4.90173 -2.46733  0.2436
H -2.81554 6.22280 -1.60712  0.3158
H -1.97303 6.00129 -3.35680  0.2597
H -1.81692 3.61521 -3.18065  0.2507
H -3.24329 3.38672 -1.93388  -0.0720
H -0.65554 4.95890 -0.77071  0.2613
H -1.89779 3.73336 0.00874  0.2855
H -0.72906 2.03180 -2.12319  0.2261
H 0.75025 3.12302 -1.64125  0.2689
H 1.11450 1.75763 0.31381  -0.5584
H -0.48131 2.43856 1.08297  0.3590
H -3.00710 1.30955 0.01489  0.2505
H -2.87003 0.28050 1.60169  0.3174
H -4.76162 -0.66211 0.14109  0.3009
H -4.80615 -1.09211 -2.32338  0.3785
H -4.10526 0.63287 -2.02173  0.1701
H -2.87635 -0.74326 -2.55696  0.0527
H -4.21620 -3.87950 -1.18257  0.2902
H -5.47677 -2.60172 -0.55192  0.4325
H -2.62750 -5.46178 0.90259  0.3633
H -2.87317 -6.74720 3.40628  0.2679
H -4.95645 -6.06685 5.17438  0.2712
H -6.83894 -4.13833 4.38034  0.2433
H -6.67352 -2.77564 1.92686  0.2587
H -0.48217 -2.99388 -0.48735  -0.0942
H 2.39003 -2.67607 -1.00118  0.0156
H 2.22939 -1.45297 -2.53319  0.2737
H 1.49832 -3.70426 -4.02808  0.3351
H 3.28242 -3.49903 -3.45384  0.3312
H 2.35535 -5.06067 -1.17843  0.2059
H 2.97973 -5.86925 -2.76427  0.2357
H 0.41805 -6.07490 -1.63469  0.2836
H -0.49205 -2.71426 3.40665  0.3530
H -1.92766 -2.44296 2.13051  0.1301
H -0.35776 -3.54302 1.71749  0.2242
H -0.62731 0.22131 3.27740  0.2955
C 7.49614 0.67744 2.74458  -1.3012
C 6.22066 1.37878 3.19348  -0.3711
N 5.48202 2.14928 2.07311  0.1279
C 6.43339 3.25332 1.54847  -1.0562
C 4.27737 2.92333 2.66453  -0.4600
C 3.15002 2.08476 3.23716  -0.5936
C 5.10995 1.27287 0.83683  -0.9842
C 4.30144 -0.00815 1.10021  0.7145
O 5.01168 -0.90672 1.94589  -0.3572
C 4.16997 -1.72657 2.74829  -0.4562
H 8.26105 1.38412 2.41803  0.3684
H 7.91600 0.11996 3.58702  0.4188
H 7.33132 -0.04212 1.93574  0.2586
H 6.46947 2.11515 3.96711  0.5635
H 5.52337 0.67148 3.64270  0.2342
H 6.75996 3.86335 2.39567  0.3831
H 5.88429 3.86453 0.82523  0.4072
H 7.29015 2.78596 1.05180  0.4464
H 3.88586 3.56972 1.86982  0.4124
H 4.68547 3.56516 3.45520  0.3832
H 2.46062 1.76403 2.45425  -0.1016
H 2.55079 2.70383 3.91594  0.4657
H 3.48643 1.21804 3.80818  0.1890
H 6.05916 1.00393 0.36022  0.3937
H 4.55803 1.92724 0.15198  0.4180
H 4.14492 -0.51990 0.14317  0.3772
H 3.30903 0.21551 1.49442  -0.5717
H 3.13050 -1.74596 2.40189  0.0130
H 4.20133 -1.34849 3.77548  0.2389
H 4.56615 -2.74136 2.74509  0.3119

=====

Entry 2:
# C5H19O7

A cluster of 6 separate species, C5H19O7 in total in a non-equilibrium geometry (ωB97M-V with the def2-TZVPD basis set, the OMol25 dataset).

## Properties
* net charge: -1
* multiplicity: 1
* maximum force: 5.28 eV Å⁻¹
* HOMO-LUMO gap: 9.3 eV

Each line ends with the natural charge from an NBO analysis.
Geometry (Å):
O -0.08057 1.96713 -0.84559  -0.7580
C 0.45319 0.99243 -0.26535  0.8287
O 1.48230 0.89335 0.42504  -0.8099
C -0.18203 -0.46180 -0.35659  -0.5377
C -1.44569 -0.48587 0.39036  -0.2039
C -1.12566 -0.52734 2.01975  -0.6334
C -2.34660 -1.71582 0.13617  -0.6259
H 0.54573 -1.24867 -0.01146  0.2085
H -0.40349 -0.67992 -1.40077  0.2056
H -1.88278 0.57068 0.33290  0.2108
H -0.54014 -1.19904 2.54730  0.2057
H -2.04947 -0.22744 2.46915  0.1961
H -0.64130 0.44608 2.22377  0.2074
H -1.84289 -2.64143 -0.25751  0.2097
H -3.16685 -1.47091 -0.57335  0.2077
H -2.87550 -2.16043 1.01552  0.2031
H 2.62593 -0.82356 -1.41755  0.4603
H 2.52113 -0.35052 0.05144  0.5258
O 3.00733 -1.00444 -0.62585  -0.9995
H -1.62995 1.94643 -1.09874  0.4968
H -3.06011 1.42674 -0.61836  0.4421
O -2.60385 1.98527 -1.34421  -0.9942
H 0.19289 2.29857 -3.44900  0.4790
H 1.06519 2.94661 -2.28250  0.4956
O 0.81702 2.93200 -3.15679  -0.9762
H 2.38311 2.64393 1.78042  0.4707
H 1.59180 1.56699 2.22672  0.4818
O 1.91495 2.35280 2.58424  -0.9593
H 1.77789 -3.55518 0.28829  0.4586
H 2.93015 -2.73895 -0.50258  0.5111
O 2.56827 -3.67770 -0.28490  -1.0070

=====

Entry 3:
# C30H35BKN14O2S

A structure of composition C30H35BKN14O2S (ωB97M-V with the def2-TZVPD basis set, the OMol25 dataset).

## Properties
* net charge: 0
* multiplicity: 2
* maximum force: 0.97 eV Å⁻¹
* HOMO-LUMO gap (spin up / spin down): 7.0 / 5.7 eV

Each line ends with the Mulliken spin population.
Geometry (Å):
K -0.06400 0.29517 -0.55166  -0.0124
C -1.63085 2.41015 -3.57328  0.0112
C -0.59028 3.20603 -2.84709  -0.0083
C -0.18590 4.53338 -3.06595  0.0000
C 0.79526 4.74991 -2.12896  0.0003
N 0.95828 3.61282 -1.41386  -0.0001
N 0.09871 2.66499 -1.85269  0.0008
B 1.84659 3.51348 -0.13226  -0.0011
N 2.82200 2.29685 -0.13816  0.0007
C 4.03226 2.26215 0.46711  -0.0001
C 4.53260 0.98785 0.36161  0.0001
C 3.53045 0.27556 -0.32356  0.0006
C 3.49039 -1.17584 -0.67900  0.0014
N 2.50920 1.06726 -0.60798  -0.0030
N 0.94111 3.42764 1.12649  0.0011
C 0.83576 4.21109 2.22065  -0.0001
C -0.12647 3.66530 3.04185  0.0001
C -0.57100 2.52306 2.35606  -0.0007
C -1.58981 1.50933 2.77636  0.0008
N 0.08061 2.38499 1.21147  -0.0015
N 2.73635 4.77346 -0.13604  0.0000
C 3.78388 4.96252 -0.97469  0.0000
C 4.12766 6.28905 -0.93076  0.0000
C 3.20676 6.86427 -0.02925  0.0000
C 3.11504 8.28578 0.42786  0.0000
N 2.36729 5.95038 0.42845  0.0000
H -2.16717 3.03608 -4.28533  -0.0002
H -1.18471 1.58025 -4.12717  -0.0001
H -2.36487 1.99678 -2.87643  -0.0015
H -0.55917 5.22913 -3.79862  -0.0001
H 1.37085 5.63561 -1.92109  -0.0001
H 4.45510 3.14356 0.91846  0.0000
H 5.47970 0.62364 0.72308  0.0000
H 4.41491 -1.49607 -1.16039  0.0000
H 3.33641 -1.78551 0.21391  -0.0003
H 2.66453 -1.35880 -1.37002  0.0023
H 1.42549 5.10474 2.31131  0.0000
H -0.46743 4.04452 3.99090  0.0000
H -1.97046 1.73415 3.77182  0.0000
H -2.43922 1.49086 2.08994  0.0002
H -1.15528 0.50642 2.80119  0.0001
H 4.19223 4.14680 -1.54723  0.0000
H 4.92498 6.77733 -1.46587  0.0000
H 3.70924 8.93472 -0.21426  0.0000
H 2.08129 8.62948 0.40886  0.0000
H 3.48278 8.39316 1.44956  0.0000
C 1.12081 -3.94171 2.72784  -0.0003
C 0.88010 -2.57101 2.16348  0.0008
N 0.54620 -2.31348 0.96376  0.0012
N 0.35652 -3.44798 0.15199  0.0032
C -0.82159 -4.11035 0.08215  0.0001
N -0.94922 -4.86502 -1.04820  -0.0001
S -2.00409 -4.08699 1.25599  0.0009
C 1.13220 -1.37254 3.01742  0.0000
C 0.75638 -1.34975 4.35276  0.0000
C 0.98284 -0.19022 5.08056  0.0000
C 1.58390 0.88568 4.45565  0.0000
C 1.92565 0.76513 3.11252  0.0000
N 1.70393 -0.33430 2.40407  0.0001
H 0.36813 -4.65191 2.39825  0.0002
H 1.14324 -3.92487 3.81429  0.0000
H 2.10289 -4.27577 2.38297  0.0000
H 0.86645 -3.34911 -0.71445  0.0018
H -0.49734 -4.56169 -1.89628  -0.0001
H -1.82962 -5.34027 -1.14522  -0.0006
H 0.27199 -2.20314 4.80777  0.0000
H 0.68698 -0.13286 6.12032  0.0000
H 1.77384 1.81287 4.97800  0.0000
H 2.38380 1.59198 2.58160  0.0000
O -2.16297 -1.11573 -0.18177  0.1593
N -2.70214 -0.94522 -1.20370  -0.0120
N -1.80462 -1.40566 -2.34783  0.3344
O -0.70820 -1.90680 -2.07835  0.4153
C -2.27225 -1.19974 -3.66419  -0.0539
C -3.57796 -0.77136 -3.90013  0.0691
C -3.98087 -0.54680 -5.20311  -0.0443
C -3.10284 -0.74661 -6.26181  0.0791
C -1.80603 -1.17826 -6.01356  -0.0293
C -1.38503 -1.40628 -4.71703  0.0833
H -4.26514 -0.61411 -3.08223  -0.0044
H -4.99140 -0.21168 -5.39321  -0.0012
H -3.42808 -0.56481 -7.27707  0.0045
H -1.11707 -1.32887 -6.83357  -0.0005
H -0.37436 -1.72309 -4.50167  0.0035